No. 1
# C3H6N2O2

A 2-piece molecular cluster, C3H6N2O2 overall (ωB97M-V/def2-TZVPD, OMol25).

## Properties
- SMILES: N/N=C1\CO1.C=O
- Orbital gap: 9.5 eV
- M: 102.1 g/mol
- 2S+1: 1
- Relative energy (zero: lowest compared OMol25 entry of this formula, charge and spin): 6.132 eV
- HOMO energy: -8.9 eV

Geometry (Å):
N (-1.80234, -0.79917, 1.13515)
N (-0.89865, 0.37094, 1.04846)
C (0.33308, 0.10464, 0.82417)
C (1.57244, -0.72494, 0.63154)
O (1.47136, 0.71219, 0.75707)
H (-2.67982, -0.31068, 1.44716)
H (-2.04316, -0.94221, 0.18164)
H (2.21160, -1.22379, 1.31902)
H (1.78656, -1.14619, -0.38275)
C (0.01927, 0.98159, -1.74571)
O (-0.19113, -0.15436, -1.43853)
H (-0.85089, 1.66479, -2.15685)
H (1.07167, 1.46720, -1.62037)

Here are the Löwdin charges for atoms 1 to 8, given in e:
1. N 0.01
2. N 0.01
3. C -0.44
4. C 0.00
5. O 0.05
6. H 0.08
7. H 0.03
8. H 0.09

---

No. 2
# C3H6N2O2

An isolated molecule of C3H6N2O2 (ωB97M-V/def2-TZVPD, OMol25).

## Properties
- SMILES: [H]/N=C/O/C=C(\N)O
- Orbital gap: 9.1 eV
- M: 102.1 g/mol
- 2S+1: 1
- Relative energy (zero: lowest compared OMol25 entry of this formula, charge and spin): 2.516 eV
- HOMO energy: -8.2 eV

Geometry (Å):
H (-2.04760, 2.08260, 0.94103)
N (-1.34046, 1.36095, 0.81289)
C (-1.87115, 0.30217, 0.36800)
O (-1.19608, -0.82988, 0.09939)
C (0.13693, -0.92325, 0.53737)
C (1.10936, -0.50040, -0.28550)
N (0.85416, 0.22971, -1.44424)
O (2.44007, -0.71344, -0.08517)
H (-2.93548, 0.15945, 0.15792)
H (0.28486, -1.27720, 1.56253)
H (1.69230, 0.48553, -1.95450)
H (0.31047, 1.06559, -1.24674)
H (2.56262, -1.44184, 0.53702)

Here are the Löwdin charges for atoms 1 to 8, given in e:
1. H 0.05
2. N 0.11
3. C -0.32
4. O -0.05
5. C -0.10
6. C -0.43
7. N 0.13
8. O 0.06

---

No. 3
# C3H6N2O2

An isolated molecule of C3H6N2O2 (ωB97M-V/def2-TZVPD, OMol25).

## Properties
- SMILES: [H]/N=C/OCC(N)=O
- Orbital gap: 10.7 eV
- M: 102.1 g/mol
- 2S+1: 1
- Relative energy (zero: lowest compared OMol25 entry of this formula, charge and spin): 2.529 eV
- HOMO energy: -10.0 eV

Geometry (Å):
H (-0.24138, -1.75659, -2.39372)
N (-0.22614, -0.96740, -1.74470)
C (-1.09030, -1.11802, -0.83294)
O (-1.32815, -0.22590, 0.18180)
C (-0.57055, 1.01132, 0.11778)
C (0.81255, 0.94079, 0.68283)
N (1.21625, -0.19056, 1.31403)
O (1.38866, 2.00778, 0.84241)
H (-1.73825, -1.99908, -0.73003)
H (-0.74912, 1.45461, -0.84606)
H (-0.61963, 1.98893, 0.72588)
H (2.10093, -0.05161, 1.77766)
H (1.04511, -1.09427, 0.90507)

Here are the Löwdin charges for atoms 1 to 8, given in e:
1. H 0.06
2. N 0.12
3. C -0.30
4. O -0.06
5. C -0.10
6. C -0.55
7. N 0.18
8. O 0.03

---

No. 4
# C3H6N2O2S

An isolated molecule of C3H6N2O2S (ωB97M-V/def2-TZVPD, OMol25).

## Properties
- Orbital gap: 8.5 eV
- M: 134.2 g/mol
- 2S+1: 1
- Relative energy (zero: lowest compared OMol25 entry of this formula, charge and spin): 4.935 eV
- HOMO energy: -7.9 eV

Geometry (Å):
C (-1.26022, 0.27112, 1.33427)
C (-1.33639, 0.77704, -0.06556)
C (1.07519, -0.29533, 0.76476)
N (0.92975, -0.56071, -1.75111)
N (-0.03791, -0.23798, 1.65637)
O (-2.16870, 0.30442, 2.13217)
O (1.14361, -0.16126, -3.10314)
S (0.71094, 0.64683, -0.77417)
H (-1.95082, 0.16882, -0.71563)
H (-1.57918, 1.82836, -0.12768)
H (1.96281, 0.15658, 1.21891)
H (1.30903, -1.31213, 0.42651)
H (0.09000, -0.59261, 2.59393)
H (1.11189, -0.99315, -3.58964)

Here are the Löwdin charges for atoms 1 to 8, given in e:
1. C -0.58
2. C -0.10
3. C -0.34
4. N -0.47
5. N 0.01
6. O 0.06
7. O -0.19
8. S 1.04

---

No. 5
# C3H6N2O2S2

A 3-piece molecular cluster, C3H6N2O2S2 overall (ωB97M-V/def2-TZVPD, OMol25).

## Properties
- Orbital gap: 9.7 eV
- M: 166.2 g/mol
- 2S+1: 1
- Relative energy (zero: lowest compared OMol25 entry of this formula, charge and spin): 0.000 eV
- HOMO energy: -9.7 eV

Geometry (Å):
C (0.96300, 1.68284, 1.21040)
C (2.12206, 1.69901, 0.49079)
C (0.09599, 1.41046, -0.78544)
N (-0.18145, 1.48772, 0.44937)
N (-1.36370, -1.46071, 0.61699)
O (-1.71057, -1.67671, -2.29246)
O (0.18665, -2.94885, -1.36900)
S (1.77361, 1.62204, -1.20016)
S (-1.29257, -2.78727, -1.41322)
H (0.84842, 1.74312, 2.36041)
H (3.09598, 2.05628, 0.88405)
H (-0.54377, 1.16735, -1.67842)
H (-1.22804, -0.54275, 0.38479)
H (-0.49197, -1.72704, 1.25288)
H (-2.27365, -1.72549, 1.08902)

Here are the Löwdin charges for atoms 1 to 8, given in e:
1. C -0.25
2. C -0.43
3. C -0.50
4. N -0.06
5. N -0.03
6. O -0.50
7. O -0.50
8. S 0.98

---

No. 6
# C3H6N2O3

An isolated molecule of C3H6N2O3 (ωB97M-V/def2-TZVPD, OMol25).

## Properties
- SMILES: CO/N=C(\N)OC=O
- Orbital gap: 9.6 eV
- M: 118.1 g/mol
- 2S+1: 1
- Relative energy (zero: lowest compared OMol25 entry of this formula, charge and spin): 4.234 eV
- HOMO energy: -8.8 eV

Geometry (Å):
C (1.13396, -1.23304, -1.78434)
O (1.00231, -0.01082, -1.19111)
N (0.05869, -0.19775, -0.14289)
C (-0.33544, 0.81887, 0.48177)
N (0.24934, 2.03502, 0.40866)
O (-1.30793, 0.74894, 1.45168)
C (-1.60297, -0.49389, 1.87438)
O (-1.13891, -1.54868, 1.66509)
H (2.22773, -1.38899, -2.11923)
H (0.47764, -1.40372, -2.79142)
H (0.99805, -1.94316, -1.01155)
H (0.81796, 2.16512, -0.43407)
H (-0.18411, 2.80805, 1.00884)
H (-2.39632, -0.35596, 2.58419)

Here are the Löwdin charges for atoms 1 to 8, given in e:
1. C -0.16
2. O -0.17
3. N 0.09
4. C -0.48
5. N 0.16
6. O 0.09
7. C -0.35
8. O 0.13

---

No. 7
# C3H6N2O3

An isolated molecule of C3H6N2O3 (ωB97M-V/def2-TZVPD, OMol25).

## Properties
- Orbital gap (spin up / spin down): 6.9 / 7.3 eV
- M: 118.1 g/mol
- 2S+1: 1
- Relative energy (zero: lowest compared OMol25 entry of this formula, charge and spin): 6.031 eV
- HOMO energy (spin up / spin down): -7.6 / -7.7 eV

Geometry (Å):
C (-0.74708, 1.40256, 0.05190)
C (-0.30296, 0.45613, 1.13286)
C (-0.26472, 0.08561, -0.49121)
N (1.58378, -1.14004, -0.97647)
O (-1.27830, 0.07160, 2.01924)
O (-1.03087, -0.77550, -1.23519)
N (1.15878, 0.03556, -0.63803)
O (0.95946, 0.39017, 1.51913)
H (-0.85845, -0.56940, 2.61360)
H (-0.93386, -0.53169, -2.16889)
H (2.59243, -1.23643, -1.00363)
H (1.07878, -1.97492, -0.67676)
H (-0.13132, 2.27796, -0.13276)
H (-1.82565, 1.50839, -0.01379)

Here are the Löwdin charges for atoms 1 to 8, given in e:
1. C 0.03
2. C -0.59
3. C -0.44
4. N 0.10
5. O 0.09
6. O 0.05
7. N 0.09
8. O -0.08

---

No. 8
# C3H6N2O3

An isolated molecule of C3H6N2O3 (ωB97M-V/def2-TZVPD, OMol25).

## Properties
- SMILES: O=CCON/C=N\O
- Orbital gap: 10.0 eV
- M: 118.1 g/mol
- 2S+1: 1
- Relative energy (zero: lowest compared OMol25 entry of this formula, charge and spin): 6.287 eV
- HOMO energy: -9.5 eV

Geometry (Å):
O (-3.22733, -0.99290, -0.66410)
C (-2.40489, -0.21185, -0.30227)
C (-0.92583, -0.42629, -0.65933)
O (-0.25618, 0.57103, 0.08208)
N (0.98722, 0.86707, -0.56872)
C (2.04219, 0.37146, 0.21643)
N (2.25117, -0.41776, 1.16866)
O (1.22011, -0.88745, 1.91931)
H (-2.63285, 0.76457, 0.26940)
H (-0.69002, -0.27236, -1.79321)
H (-0.69076, -1.49781, -0.43254)
H (0.96694, 1.94875, -0.52915)
H (3.00663, 0.72032, -0.18840)
H (0.35359, -0.53678, 1.48186)

Here are the Löwdin charges for atoms 1 to 8, given in e:
1. O 0.07
2. C -0.24
3. C -0.17
4. O -0.21
5. N 0.02
6. C -0.24
7. N -0.02
8. O -0.07